The following is a quantum chemistry calculation of C36H99Cu2N9O13S as an isolated structure, from the OMol25 dataset.

Results
* max |F|: 2.8 eV/Å
* HOMO energy: -7.1 eV
* orbital gap: 4.61 eV
* relative energy (zero: lowest compared OMol25 entry of this formula, charge and spin): 260.1 kcal/mol
* E_LUMO: -2.4 eV

Last column: Mulliken charge in e.
Element x y z (Å)
C -22.4895 20.6157 -16.0024  -1.3529
H -17.6090 22.9302 -21.5033  0.3318
C -17.9568 21.9335 -21.2318  -0.8096
H -17.9301 28.7980 -7.7866  0.2860
O -15.4829 23.1427 -14.6655  -0.6960
H -8.1252 25.6494 -11.6266  0.3344
C -8.4868 16.6467 -16.0652  -0.7299
O -13.8849 21.7970 -13.5524  -0.7163
C -15.8068 20.9794 -20.6664  -1.0066
H -7.4158 16.6665 -16.2671  0.2416
O -16.1902 21.0334 -13.6909  -0.7101
H -20.7528 25.6648 -19.5267  0.2704
C -13.2058 18.3296 -7.7202  -0.7625
H -15.0450 15.8877 -15.2970  0.2111
H -22.4297 21.4696 -16.6772  0.3153
H -20.2156 20.3308 -17.7826  0.3231
C -14.8409 21.0070 -19.4397  0.5339
H -20.2248 21.7399 -15.6607  0.2399
H -20.9302 15.6202 -10.7330  0.3805
H -19.3491 20.6564 -15.0823  0.2330
H -10.5728 18.0106 -15.1526  0.4327
C -7.7202 24.8502 -12.2472  -1.4746
H -19.3035 19.1725 -16.8507  0.3691
H -15.4414 14.6936 -17.5918  0.3040
H -15.1988 18.9749 -18.6936  0.3936
H -10.2089 24.3672 -11.4566  0.2909
H -10.6849 16.3733 -14.5625  0.3225
C -17.5644 28.0311 -12.7949  -1.3811
C -18.4954 15.5722 -9.1370  -0.8101
H -14.3500 20.0100 -17.5616  0.3843
N -18.5110 17.7857 -9.9754  -0.5887
C -16.4397 14.2563 -17.6060  -0.6882
N -9.8792 23.9483 -12.3145  -0.7263
H -15.6477 26.7226 -13.0555  0.2723
H -11.6584 18.5615 -11.6737  0.1765
H -21.0877 19.0182 -15.2168  0.3304
C -20.8384 26.3012 -18.6459  -0.6720
C -12.9728 22.0055 -8.2218  0.8629
H -19.0082 14.6565 -8.8427  0.5270
C -19.3723 16.6567 -9.6698  0.2088
N -20.3105 20.9604 -15.0243  -0.6324
C -19.5114 26.3156 -17.8933  0.3002
H -12.0246 18.8838 -13.1763  0.2014
Cu -12.5338 23.7932 -15.5590  0.8731
H -13.8391 20.8189 -19.8257  0.2180
H -9.8389 16.6606 -10.9312  0.3703
C -18.2870 26.6811 -18.7508  -1.3450
N -15.5690 26.8336 -12.0547  -0.6282
H -13.7938 18.1495 -6.8204  0.2926
H -23.1545 20.0138 -16.6217  0.3609
H -14.4978 22.8764 -9.1523  0.2559
H -14.3763 14.7736 -13.1624  0.4092
H -8.6567 16.3578 -12.0681  0.3461
O -17.9371 16.0502 -7.9272  -0.3513
H -8.1498 22.8906 -12.8377  0.3313
H -20.7513 17.2217 -11.2747  0.3568
N -13.9481 23.0955 -8.3338  -0.7938
C -8.5077 23.5788 -12.0721  0.4886
O -17.1093 21.3020 -20.2517  -0.1743
H -16.2970 27.3930 -9.6446  0.3884
H -12.3989 17.5968 -7.7205  0.2707
H -17.3451 16.0783 -15.9920  0.3632
O -15.6677 22.7941 -12.3214  -0.8037
C -22.4554 27.9065 -19.4859  -0.7399
O -6.9788 22.5057 -10.3955  -0.3826
H -19.4622 16.0966 -11.7270  0.1835
H -7.0184 20.9942 -12.0055  0.2725
N -19.2794 25.0591 -17.2518  -0.5542
C -17.2943 15.0136 -7.2068  -0.7153
H -11.4743 23.3088 -7.2117  0.3807
H -18.2383 25.9707 -19.5760  0.3250
H -23.1373 20.8065 -15.1467  0.3496
C -20.5075 18.0521 -18.8580  -0.7859
H -14.5171 20.3948 -8.5654  0.3737
H -8.9984 17.4399 -16.6104  0.3142
H -19.9970 16.8975 -8.8097  0.3004
H -17.7593 17.6987 -9.3064  0.3112
H -10.1649 15.5789 -12.2276  0.3083
H -17.7605 14.8428 -14.7576  0.1252
H -21.0697 17.1977 -19.2350  0.3236
H -12.6013 22.6160 -6.1858  0.4227
H -16.4797 14.7790 -7.8920  0.3225
H -16.8513 15.4010 -6.2892  0.2493
H -17.7696 15.1695 -9.8436  0.3922
C -17.1123 27.6499 -10.3210  -0.7176
C -10.2762 17.6930 -12.9561  0.5698
C -15.2418 14.4667 -13.7496  -1.5255
H -13.8271 18.1763 -8.6026  0.2916
H -19.4605 17.7491 -18.8532  0.2808
C -8.2787 23.0401 -10.5946  -0.6235
H -23.1586 27.5977 -18.7124  0.3070
O -17.7263 28.8804 -9.8717  -0.3100
C -15.8030 15.5228 -14.6040  0.7404
C -10.0955 17.2874 -14.4915  -0.7102
H -17.9945 27.0540 -13.0145  0.3404
H -15.7864 20.0070 -21.1585  0.4242
H -21.6618 25.9568 -18.0202  0.4185
H -19.1242 29.6953 -8.4980  0.2585
H -8.9592 22.1996 -10.4583  0.4022
H -17.9625 21.3544 -22.1552  0.3646
O -21.0856 27.6201 -19.0931  -0.3016
H -14.9051 13.7162 -14.4648  0.3723
H -19.6239 27.0608 -17.1058  0.2833
N -16.0083 16.6023 -13.6772  -0.5426
H -15.1148 16.8830 -13.2990  0.1809
H -15.2936 22.9235 -19.5453  0.2735
C -12.0423 22.3861 -7.0928  -1.6050
H -19.0540 24.5002 -18.0624  0.2225
H -22.5791 28.9806 -19.6233  0.2493
H -16.3254 13.2842 -18.0857  0.2788
S -15.2959 22.1730 -13.5966  1.0640
O -21.0360 18.4419 -17.6027  -0.3760
H -13.5353 24.0173 -8.3411  0.2356
H -6.8556 20.3243 -10.4251  0.3212
H -17.0822 28.4659 -13.6704  0.3370
H -8.9259 15.7172 -16.4277  0.2855
H -15.9429 25.9450 -11.7538  0.2167
H -14.2396 20.6914 -6.9458  0.3210
H -16.0482 20.1876 -17.8229  0.3055
C -9.7274 16.5533 -12.0101  -1.3299
H -20.6757 18.7011 -19.7174  0.3176
H -17.3524 26.5151 -18.2149  0.3890
N -14.7561 22.3639 -18.8988  -0.6618
C -13.7023 20.6653 -7.8938  -0.7415
H -17.8946 26.8918 -10.3589  0.3457
H -18.9265 21.9886 -20.7371  0.1722
H -12.4063 21.9936 -9.1529  0.1598
H -15.9757 14.0897 -13.0372  0.2486
H -18.2496 27.6959 -19.1467  0.3228
O -16.9216 14.0433 -16.3458  -0.4155
H -15.8864 28.7478 -11.5690  0.1568
O -8.7061 17.0007 -14.7402  -0.2743
H -18.4477 25.1255 -16.6826  0.2445
H -16.2850 17.5023 -14.0426  0.1793
H -18.2414 28.7894 -12.4014  0.4262
H -11.4762 21.5200 -6.7499  0.3430
C -15.1088 20.0034 -18.3441  -1.5074
C -18.5410 28.7946 -8.6893  -0.7121
H -22.6983 27.3898 -20.4144  0.2893
C -20.1637 16.3676 -10.9381  -1.2087
H -9.5940 18.5372 -12.8566  0.0375
C -6.6729 21.2324 -10.9995  -0.7708
H -15.3022 22.3581 -18.0491  0.2875
H -17.0280 14.8274 -18.3243  0.2599
H -19.2454 27.9645 -8.7444  0.2888
C -21.0618 19.9708 -15.7460  0.2960
H -7.7434 25.3207 -13.2302  0.3326
Cu -18.4244 21.4449 -11.2599  0.8811
H -5.5917 21.2338 -11.1372  0.2972
N -11.6520 18.1469 -12.5947  -0.5435
H -15.5018 21.6646 -21.4573  0.4840
H -6.6949 24.7134 -11.9032  0.3560
H -18.0412 17.3611 -10.7622  0.1707
C -17.0130 15.1767 -15.4772  -0.4883
H -17.9548 14.1518 -7.1111  0.2804
O -12.7004 19.6517 -7.8159  -0.3005
C -16.4992 27.8586 -11.7175  0.4463
H -8.4374 23.7504 -9.7832  0.3344
C -20.3161 19.5072 -17.0758  -0.5787
H -10.4870 23.1481 -12.2122  0.2273